The following is a quantum chemistry calculation of a molecular structure, C45H31N3O2P2PdS2Te, from OMol25.

Last column: Mulliken charge in e.
Cartesian coordinates (Å):
Pd (1.2765, 0.6082, -0.4214)  -0.78
Te (-0.4078, 1.1258, 3.7486)  0.36
C (-2.2273, 0.4284, 4.6218)  -0.06
C (-2.9369, 1.1398, 5.5883)  -0.33
C (-4.1207, 0.6186, 6.0752)  -0.31
N (-4.6366, -0.5439, 5.6985)  -0.68
C (-3.9473, -1.2302, 4.7936)  -0.51
C (-2.7654, -0.7965, 4.2315)  0.25
C (-1.0323, 0.2823, 1.8475)  -1.76
P (0.2612, -0.7798, 1.1645)  1.69
C (-0.5851, -2.1836, 0.3657)  0.07
C (-1.9374, -2.4771, 0.4693)  0.67
C (-2.4433, -3.6222, -0.1199)  -0.71
C (-1.6153, -4.4647, -0.8469)  -0.70
C (-0.2659, -4.1640, -0.9719)  -0.70
C (0.2473, -3.0429, -0.3492)  -0.61
C (0.9741, -1.6961, 2.5699)  0.43
C (2.0885, -1.1622, 3.2150)  -0.09
C (2.5551, -1.7279, 4.3862)  -0.69
C (1.9170, -2.8350, 4.9254)  -0.49
C (0.8384, -3.3949, 4.2638)  -0.70
C (0.3663, -2.8334, 3.0916)  -0.43
P (-0.8025, 1.7102, 0.7191)  1.53
C (-1.7853, 1.0755, -0.7118)  0.78
C (-3.0053, 0.4307, -0.5465)  -0.09
C (-3.6984, -0.0498, -1.6418)  -0.64
C (-3.1783, 0.1068, -2.9157)  -0.77
C (-1.9611, 0.7411, -3.0910)  -0.53
C (-1.2735, 1.2394, -1.9973)  -0.44
C (-2.0290, 2.9067, 1.4262)  0.35
C (-3.1469, 2.5602, 2.1805)  -0.03
C (-3.9217, 3.5420, 2.7696)  -0.90
C (-3.5820, 4.8790, 2.6322)  -0.51
C (-2.4587, 5.2321, 1.9041)  -0.66
C (-1.6931, 4.2502, 1.3039)  -0.72
H (-2.5748, 2.1006, 5.9295)  0.37
H (-4.7070, 1.1631, 6.8086)  0.35
H (-4.3813, -2.1830, 4.5141)  0.39
H (-2.2505, -1.3855, 3.4849)  0.23
H (-2.5816, -1.8159, 1.0282)  0.11
H (-3.4936, -3.8593, -0.0046)  0.43
H (-2.0265, -5.3555, -1.3103)  0.34
H (0.3838, -4.8127, -1.5477)  0.45
H (1.3065, -2.8143, -0.4075)  0.45
H (2.5855, -0.3039, 2.7756)  0.34
H (3.4125, -1.3077, 4.8926)  0.40
H (2.2642, -3.2665, 5.8554)  0.37
H (0.3492, -4.2713, 4.6670)  0.40
H (-0.4814, -3.2691, 2.5810)  0.30
H (-3.3993, 0.2954, 0.4499)  0.26
H (-4.6439, -0.5595, -1.5002)  0.41
H (-3.7246, -0.2662, -3.7726)  0.34
H (-1.5433, 0.8419, -4.0824)  0.51
H (-0.3347, 1.7689, -2.1409)  0.28
H (-3.4047, 1.5199, 2.3256)  0.36
H (-4.7882, 3.2609, 3.3549)  0.41
H (-4.1877, 5.6454, 3.0983)  0.36
H (-2.1700, 6.2717, 1.8195)  0.39
H (-0.8029, 4.5076, 0.7429)  0.46
S (3.5889, -0.1615, 0.0799)  -0.32
C (3.9397, -1.1492, -1.2902)  0.79
C (5.2015, -1.7429, -1.3112)  -1.09
C (5.5665, -2.6417, -2.3069)  0.56
C (6.7905, -3.3214, -2.2583)  -0.09
N (7.7761, -3.9163, -2.2039)  -0.65
C (4.6556, -2.9249, -3.3538)  0.62
C (3.4205, -2.2836, -3.3695)  -1.34
C (3.0263, -1.4226, -2.3478)  0.62
S (1.4178, -0.7915, -2.4256)  -0.42
C (4.9750, -3.9005, -4.3069)  -0.11
N (5.2069, -4.7435, -5.0573)  -0.65
H (5.8944, -1.5229, -0.5080)  0.49
H (2.7244, -2.4814, -4.1731)  0.48
O (3.7133, 1.7644, -2.4259)  -0.65
C (2.6368, 2.3506, -2.5157)  0.36
O (1.7686, 2.4996, -1.6057)  -0.81
C (2.2596, 2.9701, -3.8685)  0.35
C (3.0603, 2.7514, -4.9839)  -0.40
C (2.6638, 3.2051, -6.2291)  -0.49
C (1.4614, 3.8775, -6.3732)  -0.29
C (0.6779, 4.1337, -5.2601)  -0.70
C (1.0764, 3.6840, -4.0143)  -0.19
H (3.9932, 2.2192, -4.8606)  0.44
H (3.2772, 3.0201, -7.1032)  0.36
H (1.1335, 4.1989, -7.3554)  0.36
H (-0.2571, 4.6680, -5.3759)  0.37
H (0.4780, 3.8836, -3.1364)  0.40

Computed properties:
2S+1 ... 1
Kohn-Sham gap (spin up / spin down) ... 5.3672 / 5.3665 eV
LUMO level (spin up / spin down) ... 3.561 / 3.561 eV
Charge ... -2
E_HOMO (spin up / spin down) ... -1.8 / -1.8 eV

=====

The following is a quantum chemistry calculation of a molecular structure, C45H33Cl4InN2O6P2, from OMol25.

Last column: Mulliken charge in e.
Cartesian coordinates (Å):
In (-0.0274, 0.0000, 0.1758)  2.07
O (2.7090, 0.1029, 3.8956)  -0.53
C (1.7046, 0.6552, 3.2122)  -0.03
O (1.8178, 1.6069, 2.4884)  -0.33
C (0.3958, -0.0272, 3.4665)  0.43
C (0.0852, -0.5827, 4.6897)  -0.64
C (-1.1876, -1.1107, 4.8762)  -0.58
C (-2.0978, -1.0659, 3.8399)  -0.79
C (-1.6977, -0.5170, 2.6306)  0.78
N (-0.4790, -0.0115, 2.4528)  0.38
C (-2.6726, -0.4223, 1.4575)  -0.29
O (-3.8400, -0.6789, 1.6734)  -0.74
O (-2.1612, -0.0189, 0.3381)  -0.52
H (3.5259, 0.5562, 3.6436)  0.39
H (0.8221, -0.5865, 5.4807)  0.57
H (-1.4585, -1.5463, 5.8296)  0.46
H (-3.1036, -1.4518, 3.9215)  0.58
Cl (3.5654, -5.7931, -0.5760)  -0.22
C (3.1434, -4.1400, -0.3066)  0.35
C (4.1272, -3.1634, -0.3003)  0.43
Cl (5.7843, -3.5792, -0.5551)  -0.22
C (3.7596, -1.8245, -0.1265)  0.10
Cl (4.9434, -0.5573, -0.1788)  -0.20
C (2.4332, -1.4528, 0.0345)  -1.35
O (2.0681, -0.1735, 0.1308)  0.06
C (1.4236, -2.4547, 0.0629)  0.29
O (0.1600, -2.0898, 0.2348)  -0.97
C (1.8023, -3.7816, -0.1193)  0.65
Cl (0.5544, -4.9747, -0.1412)  -0.21
C (0.6915, 1.7736, -2.9819)  -1.54
N (-0.2043, 2.9080, -2.8820)  0.51
C (-0.8015, 3.1935, -1.5895)  -2.00
P (0.1823, 2.6664, -0.1102)  0.92
C (-0.8186, 3.4217, 1.2122)  0.81
C (-0.2547, 4.2211, 2.2050)  -0.59
C (-1.0387, 4.6990, 3.2453)  -0.81
C (-2.3880, 4.3803, 3.3097)  -0.60
C (-2.9546, 3.5740, 2.3318)  -0.80
C (-2.1750, 3.0925, 1.2901)  -0.37
C (1.7249, 3.6067, -0.2303)  0.88
C (1.7117, 4.9898, -0.4149)  -0.84
C (2.9058, 5.6852, -0.5143)  -0.81
C (4.1152, 5.0053, -0.4344)  -0.53
C (4.1314, 3.6282, -0.2621)  -1.09
C (2.9385, 2.9246, -0.1550)  -0.04
C (-0.8808, 3.3771, -4.0161)  1.05
C (-0.3526, 3.2223, -5.3055)  -0.42
C (-1.0203, 3.7146, -6.4127)  -0.75
C (-2.2326, 4.3792, -6.2835)  -0.64
C (-2.7609, 4.5419, -5.0141)  -0.78
C (-2.1026, 4.0499, -3.8951)  -0.34
P (-0.0839, 0.1414, -2.5210)  1.89
C (-1.5716, 0.0163, -3.5403)  0.36
C (-2.8051, -0.0929, -2.9001)  -0.72
C (-3.9698, -0.1616, -3.6556)  -0.69
C (-3.9018, -0.1215, -5.0397)  -0.58
C (-2.6708, -0.0179, -5.6790)  -0.72
C (-1.5073, 0.0470, -4.9335)  -0.33
C (1.0900, -1.0743, -3.1786)  0.32
C (0.6233, -2.3314, -3.5633)  -0.81
C (1.5177, -3.3224, -3.9347)  -0.83
C (2.8823, -3.0669, -3.9301)  -0.54
C (3.3518, -1.8173, -3.5525)  -0.43
C (2.4620, -0.8244, -3.1693)  -0.38
H (1.5417, 1.9088, -2.3099)  -0.07
H (1.0964, 1.6781, -3.9820)  0.69
H (-1.7776, 2.6996, -1.4674)  0.94
H (-0.9682, 4.2664, -1.4912)  1.05
H (0.8028, 4.4497, 2.1757)  0.44
H (-0.5914, 5.3208, 4.0112)  0.42
H (-2.9959, 4.7554, 4.1237)  0.40
H (-4.0030, 3.3058, 2.3831)  0.47
H (-2.6248, 2.4360, 0.5550)  0.12
H (0.7687, 5.5207, -0.4864)  0.39
H (2.8931, 6.7586, -0.6585)  0.42
H (5.0469, 5.5540, -0.5044)  0.41
H (5.0702, 3.0912, -0.2068)  0.50
H (2.9490, 1.8488, 0.0047)  0.18
H (0.5970, 2.7313, -5.4662)  0.48
H (-0.5795, 3.5771, -7.3927)  0.41
H (-2.7512, 4.7608, -7.1530)  0.41
H (-3.7063, 5.0533, -4.8796)  0.38
H (-2.5712, 4.1803, -2.9299)  0.42
H (-2.8516, -0.1250, -1.8171)  0.42
H (-4.9268, -0.2494, -3.1572)  0.47
H (-4.8104, -0.1755, -5.6262)  0.41
H (-2.6221, 0.0137, -6.7605)  0.44
H (-0.5472, 0.1198, -5.4325)  0.43
H (-0.4402, -2.5396, -3.5474)  0.48
H (1.1487, -4.3013, -4.2140)  0.40
H (3.5816, -3.8476, -4.2024)  0.42
H (4.4167, -1.6212, -3.5192)  0.44
H (2.8522, 0.1256, -2.8226)  -0.03

Computed properties:
2S+1 ... 1
Kohn-Sham gap ... 6.6537 eV
LUMO level ... -0.406 eV
Energy above the lowest of the compared OMol25 structures with the same formula, charge and spin ... 0.0 kcal per mole
Charge ... 0
E_HOMO ... -7.1 eV

=====

no.,DFT total energy (eV)
1,-106756.22690
2,-136311.11969